1.
Formula: C2H25O13
Source: OMol25
Level of theory: wB97M-V/def2-TZVPD

Cartesian coordinates (Å):
C (0.810, 1.441, 0.018)
C (-0.314, 0.566, -0.477)
O (-0.852, -0.195, 0.331)
O (-0.634, 0.585, -1.660)
H (1.539, 0.765, 0.465)
H (0.451, 2.057, 0.842)
H (1.316, 2.073, -0.712)
O (-1.744, 0.517, -4.528)
H (-2.159, 0.650, -3.675)
H (-2.139, -0.287, -4.864)
O (-0.818, -0.325, 3.172)
H (-0.808, -1.251, 3.415)
H (-0.910, -0.327, 2.219)
O (3.225, -2.213, 1.987)
H (2.446, -1.866, 1.552)
H (2.896, -2.930, 2.530)
O (-3.398, 1.312, -1.422)
H (-3.762, 0.646, -2.005)
H (-2.531, 0.979, -1.189)
O (-2.649, -3.103, -0.121)
H (-2.174, -2.290, -0.297)
H (-2.374, -3.696, -0.821)
O (0.360, 2.425, -3.568)
H (-0.495, 2.053, -3.784)
H (0.538, 2.116, -2.680)
O (-1.752, 2.742, 2.797)
H (-1.088, 2.194, 2.379)
H (-2.281, 3.074, 2.070)
O (0.831, -0.981, -3.687)
H (0.521, -0.366, -3.022)
H (0.072, -1.128, -4.251)
O (1.271, 0.850, 4.099)
H (0.707, 0.559, 3.382)
H (0.880, 1.672, 4.394)
O (4.487, 0.215, 1.538)
H (3.988, -0.600, 1.481)
H (4.818, 0.231, 2.436)
O (0.786, -2.729, 0.881)
H (0.369, -1.973, 0.466)
H (0.568, -3.466, 0.309)

As for the total charge: -1. The calculation puts the energy above the lowest of the compared OMol25 structures with the same formula, charge and spin at 110.0 kJ/mol. As for the strongest force on any atom: 2.7 eV/A. The calculation puts the HOMO-LUMO gap at 9.19 eV.

---

2.
Formula: C10H5FN2
Source: OMol25
Level of theory: wB97M-V/def2-TZVPD

Cartesian coordinates (Å):
C (-3.593, 0.074, 0.501)
C (-2.439, -1.386, 2.318)
C (2.271, -0.173, -1.718)
C (0.934, -0.395, -2.014)
C (2.642, 0.506, -0.599)
C (-0.012, -0.065, -0.996)
C (1.728, 0.684, 0.434)
C (0.351, 0.607, 0.231)
C (-2.726, -0.582, 1.276)
C (-0.662, 0.858, 1.197)
N (-4.284, 0.506, -0.347)
N (-2.216, -2.239, 3.068)
F (-0.247, 1.314, 2.342)
H (2.997, -0.541, -2.513)
H (0.760, -0.814, -2.934)
H (3.658, 0.704, -0.341)
H (-1.001, -0.263, -1.357)
H (1.841, 1.205, 1.453)

As for the total charge: 0. As for the strongest force on any atom: 4.5 eV/A. The calculation puts the HOMO-LUMO gap (alpha / beta) at 6.80 / 6.19 eV.

---

3.
Formula: C26H54Cl8O7
Source: OMol25
Level of theory: wB97M-V/def2-TZVPD

Cartesian coordinates (Å):
C (-4.278, 3.134, 1.655)
C (-4.843, 1.748, 1.834)
C (-3.594, 0.883, 1.852)
O (-2.537, 1.853, 2.086)
C (-2.984, 3.108, 2.413)
H (-5.004, 3.875, 1.988)
H (-4.011, 3.300, 0.611)
H (-5.603, 1.482, 1.099)
H (-5.381, 1.651, 2.778)
H (-3.443, 0.297, 0.946)
H (-3.754, 0.182, 2.671)
H (-2.303, 3.913, 2.140)
H (-3.197, 3.077, 3.482)
C (4.235, -3.296, 3.381)
C (3.861, -4.442, 4.295)
C (3.509, -3.776, 5.592)
O (2.883, -2.544, 5.129)
C (3.406, -2.081, 3.890)
H (4.000, -3.486, 2.334)
H (5.308, -3.118, 3.463)
H (4.691, -5.148, 4.336)
H (2.931, -4.863, 3.914)
H (4.394, -3.498, 6.165)
H (2.850, -4.410, 6.185)
H (4.118, -1.266, 4.017)
H (2.554, -1.949, 3.223)
C (-3.365, 0.100, -3.509)
C (-4.362, 0.770, -2.584)
C (-4.777, 1.959, -3.383)
O (-4.763, 1.555, -4.766)
C (-3.922, 0.393, -4.884)
H (-3.198, -0.970, -3.382)
H (-2.366, 0.509, -3.360)
H (-3.955, 0.934, -1.586)
H (-5.247, 0.144, -2.470)
H (-4.101, 2.804, -3.247)
H (-5.773, 2.265, -3.065)
H (-3.034, 0.705, -5.434)
H (-4.431, -0.458, -5.336)
C (3.798, -2.096, -4.047)
C (3.015, -1.166, -3.115)
C (4.112, -0.451, -2.328)
O (5.139, -0.281, -3.304)
C (5.231, -1.545, -3.951)
H (3.371, -1.982, -5.043)
H (3.764, -3.134, -3.717)
H (2.277, -1.675, -2.496)
H (2.442, -0.388, -3.619)
H (4.473, -1.033, -1.480)
H (3.767, 0.507, -1.940)
H (5.911, -2.248, -3.469)
H (5.555, -1.440, -4.986)
C (1.297, 3.727, -2.371)
C (0.526, 4.796, -1.643)
C (-0.554, 4.006, -0.823)
O (-0.346, 2.639, -1.084)
C (0.354, 2.532, -2.323)
H (2.243, 3.488, -1.886)
H (1.540, 4.054, -3.382)
H (0.164, 5.557, -2.333)
H (1.167, 5.407, -1.007)
H (-1.577, 4.255, -1.106)
H (-0.320, 4.282, 0.205)
H (-0.413, 2.609, -3.093)
H (0.843, 1.575, -2.503)
C (-0.368, -0.439, 1.391)
C (0.067, -0.677, -0.075)
O (-0.869, -0.064, -0.986)
O (-0.151, 0.888, 1.781)
H (0.241, -1.023, 2.081)
H (-1.389, -0.778, 1.566)
H (-0.037, -1.738, -0.305)
H (1.072, -0.329, -0.312)
H (-1.001, 0.851, -0.726)
H (-1.017, 1.302, 1.772)
C (2.895, 2.218, 1.375)
Cl (3.063, 3.395, 2.763)
Cl (3.394, 0.530, 1.746)
H (1.840, 2.267, 1.109)
H (3.594, 2.629, 0.646)
C (1.051, -4.108, -1.603)
Cl (1.945, -3.751, -0.038)
Cl (-0.507, -4.985, -1.259)
H (0.817, -3.212, -2.177)
H (1.659, -4.710, -2.278)
C (-3.054, -3.166, 0.269)
Cl (-3.404, -3.029, -1.458)
Cl (-4.374, -2.406, 1.193)
H (-2.944, -4.196, 0.608)
H (-2.087, -2.722, 0.508)
C (-0.490, 0.086, 4.850)
Cl (-0.138, -0.219, 6.581)
Cl (-1.757, -1.022, 4.331)
H (-0.786, 1.126, 4.710)
H (0.445, -0.049, 4.308)

As for the SMILES: C1CCOC1.C1CCOC1.C1CCOC1.C1CCOC1.C1CCOC1.ClCCl.ClCCl.ClCCl.ClCCl.OCCO. As for the total charge: 0. The calculation puts the energy above the lowest of the compared OMol25 structures with the same formula, charge and spin at 0.0 kJ/mol. As for the strongest force on any atom: 3.4 eV/A. The calculation puts the HOMO-LUMO gap at 9.95 eV.

---

4.
Formula: C9H29O9Ti3
Source: OMol25
Level of theory: wB97M-V/def2-TZVPD

Cartesian coordinates (Å):
Ti (1.771, -2.943, 1.744)
Ti (-1.367, -2.062, 2.270)
Ti (1.982, -0.297, 3.785)
O (0.125, -4.057, 2.813)
H (-0.211, -4.197, 1.906)
O (2.805, -2.490, 3.714)
H (3.350, -2.095, 3.006)
C (0.078, 0.572, -0.415)
C (0.494, -0.560, 0.558)
O (-0.072, -1.687, 0.342)
O (1.280, -0.520, 1.527)
H (0.869, 0.598, -1.165)
H (0.144, 1.446, 0.234)
H (-0.891, 0.364, -0.868)
C (3.986, 0.048, -1.880)
O (4.048, 0.621, -0.567)
H (3.287, -0.787, -1.922)
H (3.500, 0.832, -2.461)
H (4.941, -0.018, -2.401)
H (4.188, -0.083, 0.070)
C (0.541, -2.244, -2.877)
O (0.372, -3.538, -2.202)
H (1.558, -1.875, -2.743)
H (0.440, -2.399, -3.952)
H (-0.230, -1.482, -2.764)
H (0.405, -3.319, -1.268)
C (-3.594, 0.366, 1.470)
O (-2.872, -0.195, 2.540)
H (-4.645, 0.102, 1.590)
H (-3.377, 1.423, 1.618)
H (-3.226, 0.157, 0.465)
H (-3.035, 0.308, 3.341)
C (-0.999, 2.429, 3.217)
C (-0.190, 2.378, 4.563)
O (1.027, 1.828, 4.196)
H (-0.600, 3.081, 2.440)
H (-1.992, 2.697, 3.578)
H (-1.091, 1.410, 2.841)
H (-0.762, 1.652, 5.140)
H (-0.115, 3.418, 4.884)
H (1.436, 2.401, 3.543)
C (-0.954, 1.841, -4.194)
C (-1.583, 0.466, -4.419)
O (-2.555, 0.477, -5.478)
H (-1.583, 2.593, -3.716)
H (-0.498, 2.300, -5.071)
H (-0.126, 1.569, -3.538)
H (-2.141, 0.200, -3.521)
H (-0.902, -0.370, -4.577)
H (-3.019, -0.360, -5.396)

As for the total charge: 0. As for the strongest force on any atom: 3.8 eV/A. The calculation puts the HOMO-LUMO gap (alpha / beta) at 4.20 / 9.11 eV. As for the spin multiplicity: 10. Its expectation value of S² is 24.7553.

---

5.
Formula: BH4Rb
Source: OMol25
Level of theory: wB97M-V/def2-TZVPD

Cartesian coordinates (Å):
Rb (-1.403, -0.148, 2.097)
B (0.276, 0.017, -0.401)
H (-0.582, -0.628, -0.502)
H (0.856, -0.107, 0.501)
H (0.900, -0.180, -1.259)
H (-0.047, 1.046, -0.436)

As for the total charge: +1. The calculation puts the energy above the lowest of the compared OMol25 structures with the same formula, charge and spin at 33.1 kJ/mol. As for the strongest force on any atom: 5.6 eV/A. The calculation puts the HOMO-LUMO gap (alpha / beta) at 13.10 / 7.20 eV. As for the spin multiplicity: 2. Its expectation value of S² is 0.7527.

---

6.
Formula: C4H6ClFO
Source: OMol25
Level of theory: wB97M-V/def2-TZVPD

Cartesian coordinates (Å):
C (1.038, -1.449, -0.055)
C (0.953, 0.917, -0.409)
C (-0.312, 1.253, -0.105)
C (-1.460, 0.495, 0.456)
H (0.796, -1.484, 0.990)
H (1.760, -2.236, -0.300)
H (0.164, -1.608, -0.686)
H (1.591, 1.710, -0.737)
H (-0.535, 2.323, -0.314)
H (-2.205, 1.151, 0.853)
O (1.659, -0.219, -0.385)
F (-1.104, -0.366, 1.470)
Cl (-2.344, -0.487, -0.778)

As for the SMILES: CO/C=C\[C@H](F)Cl. As for the total charge: 0. The calculation puts the energy above the lowest of the compared OMol25 structures with the same formula, charge and spin at 39.3 kJ/mol. As for the strongest force on any atom: 1.0 eV/A. The calculation puts the HOMO-LUMO gap at 10.13 eV.